{
  "formula": "C14H18N2O3",
  "method": "wB97M-V/def2-TZVPD",
  "homo_lumo_gap_ha": 0.3225,
  "multiplicity": 1,
  "smiles": "COc1ccc(OC[C@@H](O)Cn2ccnc2C)cc1",
  "charge": 0,
  "relative_energy_ev": 2.0960,
  "e_lumo_ev": 0.695,
  "e_tot_ev": -23932.13719,
  "species": ["H", "H", "C", "H", "C", "C", "C", "N", "H", "H", "H", "H", "C", "H", "C", "C", "C", "H", "O", "H", "O", "C", "C", "H", "H", "C", "H", "C", "N", "O", "C", "H", "H", "H", "H", "H", "C"],
  "coordinates": [[-6.782, -0.444, -0.533], [-3.927, 2.899, 1.117], [2.651, -1.379, 0.041], [2.237, -2.373, 0.106], [-2.193, -0.312, -0.766], [2.414, 1.001, -0.099], [-4.641, -0.797, -0.905], [-5.404, 1.020, 0.135], [-2.054, -0.786, -1.742], [-2.208, -2.239, 0.233], [-2.485, 1.871, 1.230], [7.685, 1.084, -0.190], [-4.100, 1.095, 0.062], [1.771, 1.866, -0.138], [4.610, 0.029, -0.080], [-5.755, -0.149, -0.462], [1.829, -0.259, -0.011], [4.668, -2.094, 0.048], [-1.911, -0.750, 1.621], [6.383, 1.932, 0.679], [5.975, 0.054, -0.106], [-1.689, -1.269, 0.335], [6.619, 1.302, -0.185], [4.200, 2.143, -0.201], [-2.841, -0.501, 1.706], [-3.278, 2.222, 0.571], [6.356, 1.834, -1.106], [4.024, -1.230, 0.007], [-3.578, 0.005, -0.574], [0.461, -0.282, 0.003], [-0.185, -1.518, 0.183], [-4.509, -1.726, -1.421], [-0.011, -2.176, -0.680], [-2.823, 2.767, -0.257], [0.169, -2.012, 1.095], [-1.602, 0.604, -0.726], [3.787, 1.149, -0.134]]
}

{
  "formula": "C4H6N2O",
  "method": "wB97M-V/def2-TZVPD",
  "homo_lumo_gap_ha": 0.3577,
  "multiplicity": 1,
  "smiles": "OCC1C=NN=C1",
  "charge": 0,
  "relative_energy_ev": 6.1010,
  "e_lumo_ev": 0.148,
  "e_tot_ev": -9267.40089,
  "species": ["H", "H", "C", "H", "H", "N", "H", "N", "C", "O", "H", "C", "C"],
  "coordinates": [[-0.357, -2.140, -0.748], [-0.427, -2.743, 1.176], [-0.398, -1.253, 0.078], [-1.580, -1.178, 0.075], [-0.126, 0.989, -2.593], [-0.018, 2.259, 0.661], [1.510, -0.036, -0.162], [-0.085, 2.241, -0.897], [0.160, 1.194, -1.447], [-0.050, -1.626, 1.399], [0.743, 1.059, 1.889], [0.243, 1.054, 0.896], [0.385, 0.179, -0.330]]
}

{
  "formula": "C6H9NO",
  "method": "wB97M-V/def2-TZVPD",
  "homo_lumo_gap_ha": 0.3669,
  "multiplicity": 1,
  "charge": 0,
  "relative_energy_ev": 7.5700,
  "e_lumo_ev": 0.435,
  "e_tot_ev": -9898.03416,
  "species": ["H", "C", "H", "H", "H", "H", "O", "C", "C", "C", "N", "H", "H", "C", "C", "H", "H"],
  "coordinates": [[1.061, 2.738, -1.120], [-0.239, 0.103, 1.476], [0.809, -0.341, 1.743], [-0.066, -2.021, 0.369], [-0.171, -1.752, -1.484], [0.591, 0.408, -2.072], [1.748, -1.059, -0.196], [0.453, 2.010, -0.482], [-0.419, -0.277, 0.007], [0.335, -1.338, -0.422], [-2.959, -0.472, -0.486], [2.181, -1.947, -0.598], [-1.089, -0.230, 2.372], [0.131, 0.718, -0.875], [-1.742, -0.416, -0.456], [-0.337, 1.428, 1.645], [-0.285, 2.449, 0.579]]
}

{
  "formula": "C14H19ClO6S2",
  "method": "wB97M-V/def2-TZVPD",
  "homo_lumo_gap_ha": 0.3231,
  "multiplicity": 1,
  "smiles": "CC(C)OC(=O)C(C(=O)OC(C)C)=C1SC[C@H](OC(=O)CCl)S1",
  "charge": 0,
  "relative_energy_ev": 0.0000,
  "e_lumo_ev": 0.241,
  "e_tot_ev": -61303.82902,
  "species": ["C", "H", "H", "S", "O", "C", "C", "H", "H", "O", "C", "H", "H", "H", "C", "C", "O", "H", "H", "H", "C", "H", "H", "H", "C", "C", "C", "H", "H", "H", "H", "O", "O", "H", "C", "O", "C", "H", "Cl", "C", "C", "S"],
  "coordinates": [[-1.355, -1.795, -3.540], [-0.299, -2.003, -3.340], [-4.111, -2.615, -3.161], [0.995, 0.231, 2.664], [-2.383, 0.948, 1.835], [-1.550, 0.727, 0.950], [2.170, -1.024, 3.278], [-0.614, 3.459, 2.024], [-1.668, -2.464, -4.365], [5.218, -1.840, 2.276], [5.317, -0.225, 0.511], [6.393, -0.371, 0.615], [-3.814, -0.844, -2.937], [-2.028, -3.112, -1.967], [-0.993, -0.561, 0.867], [0.139, -0.878, 1.589], [-2.055, -2.573, 0.434], [1.695, -1.558, 4.088], [-2.183, 4.608, -1.164], [2.955, -2.899, 2.472], [2.457, -1.995, 2.137], [3.092, -0.513, 3.579], [-0.693, 3.667, -1.676], [-4.240, -1.849, -1.537], [-1.570, 2.992, 0.183], [-0.543, 3.777, 0.994], [4.589, -1.216, 1.403], [-2.578, 3.040, 0.619], [5.124, -0.407, -0.553], [-0.854, 4.834, 0.961], [-2.381, 3.037, -1.851], [3.248, -1.328, 1.150], [-1.712, -1.108, -1.357], [-1.493, -0.755, -3.872], [-1.643, -1.497, -0.034], [-1.152, 1.637, 0.030], [-3.676, -1.825, -2.514], [0.439, 3.685, 0.507], [4.795, 1.521, 0.785], [-2.182, -2.072, -2.273], [-1.705, 3.623, -1.213], [0.852, -2.458, 1.406]]
}

{
  "formula": "C4H13NOS",
  "method": "wB97M-V/def2-TZVPD",
  "homo_lumo_gap_ha": 0.3447,
  "multiplicity": 1,
  "smiles": "CSCCCN.O",
  "charge": 0,
  "relative_energy_ev": 1.0644,
  "e_lumo_ev": 0.741,
  "e_tot_ev": -18730.94667,
  "species": ["H", "C", "H", "H", "H", "O", "H", "C", "H", "H", "N", "H", "H", "H", "H", "C", "S", "C", "H", "H"],
  "coordinates": [[-2.188, -0.635, -1.458], [-1.090, 0.508, 0.012], [1.962, -2.036, -0.687], [0.558, 1.691, -0.684], [1.237, -3.234, 1.424], [0.449, -3.020, 1.946], [-0.393, 3.486, 0.216], [-1.241, -0.122, -1.361], [0.071, 2.877, 1.759], [1.060, -0.849, 0.171], [-0.364, 2.730, 0.869], [2.083, -0.300, -1.160], [-1.962, 1.096, 0.207], [0.765, 0.987, 0.970], [-0.149, -2.534, 1.370], [1.428, -1.109, -0.829], [-0.042, -1.473, -1.782], [0.095, 1.479, 0.272], [-1.238, -0.199, 0.831], [-1.040, 0.658, -2.087]]
}

{
  "formula": "C4H6N2O",
  "method": "wB97M-V/def2-TZVPD",
  "homo_lumo_gap_ha": 0.3466,
  "multiplicity": 1,
  "smiles": "Cc1ncc(O)[nH]1",
  "charge": 0,
  "relative_energy_ev": 1.4619,
  "e_lumo_ev": 0.677,
  "e_tot_ev": -9272.03993,
  "species": ["H", "H", "C", "C", "H", "H", "C", "N", "O", "N", "H", "C", "H"],
  "coordinates": [[1.362, 0.065, -0.922], [-1.870, -1.781, -1.181], [-0.953, -1.867, -0.593], [-0.432, 1.565, 0.385], [-0.211, -2.445, -1.150], [-0.812, 2.555, 0.580], [-0.469, -0.492, -0.244], [-1.258, 0.505, 0.013], [2.012, 1.763, 0.754], [0.894, -0.179, -0.044], [2.137, 1.613, 1.701], [0.846, 1.152, 0.422], [-1.199, -2.436, 0.314]]
}

{
  "formula": "C30H36Cl2N5O3SiTi",
  "method": "wB97M-V/def2-TZVPD",
  "homo_lumo_gap_ha": 0.2660,
  "multiplicity": 1,
  "charge": 1,
  "relative_energy_ev": 0.0000,
  "e_lumo_ev": -4.465,
  "e_tot_ev": -101322.15787,
  "species": ["H", "C", "C", "C", "H", "C", "H", "C", "H", "H", "C", "H", "H", "H", "C", "H", "N", "O", "Cl", "C", "N", "H", "H", "C", "H", "H", "C", "O", "H", "H", "H", "H", "H", "C", "C", "C", "H", "C", "C", "H", "C", "C", "C", "H", "H", "C", "H", "O", "Ti", "N", "N", "H", "H", "C", "H", "H", "N", "H", "Cl", "C", "C", "C", "C", "H", "H", "H", "H", "C", "C", "Si", "C", "H", "C", "C", "H", "H", "H", "C"],
  "coordinates": [[-5.321, 2.918, 0.044], [2.580, 0.072, 1.202], [1.084, -3.261, 2.386], [2.365, -0.410, -1.196], [2.815, 2.732, -3.584], [-1.280, -3.280, 0.529], [-3.687, 2.405, 0.530], [1.675, -3.737, -0.565], [-2.868, 2.028, -4.401], [5.535, 0.679, -0.408], [-2.555, 0.391, -1.045], [-5.290, -1.362, -2.270], [-2.213, -1.664, -2.549], [1.297, -3.626, -1.608], [2.802, 3.149, -2.588], [4.824, -6.674, 1.356], [-2.853, 1.585, -3.468], [-0.610, 1.731, -3.564], [2.677, -6.425, 2.269], [-1.580, 0.704, 3.048], [0.686, 2.524, 0.385], [-3.273, -1.319, -3.928], [-1.407, 3.103, 5.450], [1.797, 3.029, -0.386], [-1.878, -2.607, 1.217], [-1.727, -3.252, -0.479], [-1.590, 1.449, -2.927], [-5.062, 1.142, -3.650], [2.147, -3.210, 2.652], [4.488, 0.895, 1.831], [2.864, 3.965, 1.234], [-4.033, 2.970, -1.089], [-3.468, -2.868, -3.039], [-0.256, 2.528, 2.369], [4.383, -6.139, 2.207], [1.740, 2.728, -1.728], [0.636, -4.299, 2.568], [-4.026, 1.026, -2.990], [2.849, 3.667, 0.222], [-5.069, 0.321, 0.147], [-4.876, 0.944, -0.679], [1.875, -0.449, 0.111], [4.459, 0.381, -0.274], [-4.109, -1.791, -1.047], [-1.461, -4.314, 0.873], [3.827, 4.189, -0.625], [4.649, 4.749, -0.251], [-2.361, -0.131, 0.102], [-0.286, 0.503, 0.224], [0.552, 3.135, 1.460], [-1.515, 0.989, -1.622], [0.912, 2.186, -2.160], [2.116, 0.127, 2.180], [-3.252, -1.822, -2.935], [-0.128, 4.226, 3.639], [4.233, -0.115, -2.297], [0.578, -1.158, 0.389], [-2.494, 0.956, 5.055], [4.775, -4.402, 2.062], [-0.757, 1.262, 2.063], [3.879, 0.513, 0.995], [-4.457, 2.389, -0.304], [3.700, -0.056, -1.353], [4.637, 4.287, -2.520], [2.727, -3.458, -0.496], [1.619, -4.792, -0.275], [0.614, -2.649, 3.203], [-3.874, 0.291, -1.650], [-4.252, -1.217, -1.943], [0.524, -2.896, 0.667], [3.799, 3.872, -1.971], [-5.827, 0.945, -1.258], [-1.324, 2.635, 4.493], [-1.841, 1.396, 4.305], [-1.936, -0.320, 2.985], [4.878, -6.529, 3.177], [1.716, -0.721, -2.022], [-0.516, 3.233, 3.518]]
}

{
  "formula": "C3H10O4",
  "method": "wB97M-V/def2-TZVPD",
  "homo_lumo_gap_ha": 0.1094,
  "multiplicity": 1,
  "charge": 0,
  "relative_energy_ev": 8.3644,
  "e_lumo_ev": -5.132,
  "e_tot_ev": -11455.38573,
  "species": ["O", "O", "O", "C", "H", "O", "H", "H", "H", "H", "H", "H", "C", "C", "H", "H", "H"],
  "coordinates": [[-0.359, 0.914, 2.563], [0.860, -1.276, 3.065], [0.400, -1.576, 0.648], [-1.238, 0.403, -2.029], [0.177, 1.615, -3.106], [0.493, 1.355, -0.592], [-0.060, 0.041, 2.929], [1.553, -1.789, 3.486], [-0.378, 0.058, -3.989], [-2.068, -0.264, -1.988], [1.321, -1.548, 0.398], [0.599, -1.443, 1.603], [-0.633, 0.742, -0.749], [-0.083, 0.516, -3.007], [-1.324, 0.596, 0.143], [0.960, 0.109, -2.660], [-0.219, 1.547, 3.283]]
}